Record 1
A 3-piece molecular cluster, C4H14O2S overall, computed with ωB97M-V/def2-TZVPD.

SMILES string = CCCCS.O.O
LUMO energy = 0.4062 eV

ORCA input file:
```
! RIJCOSX wB97M-V def2-TZVPD def2/J DEFGRID3
* xyz 0 1
C 1.537 0.341 2.093
C 0.081 0.060 1.655
C 0.020 -1.265 0.787
C -1.384 -1.466 0.103
S -1.224 -3.049 -0.880
H 1.622 0.883 2.995
H 2.273 0.822 1.349
H 2.050 -0.734 2.432
H -0.616 -0.170 2.541
H -0.316 1.001 1.143
H 0.769 -1.130 -0.058
H 0.266 -2.193 1.439
H -2.078 -1.281 0.938
H -1.606 -0.590 -0.553
H -2.083 -3.788 -0.169
O -0.806 2.662 -3.352
H -1.633 2.292 -3.069
H -1.068 3.449 -3.846
O 1.747 1.207 -2.081
H 1.058 1.907 -2.308
H 1.391 1.042 -1.159
*
```



Record 2
One molecule with the formula C2H8N2S, computed with ωB97M-V/def2-TZVPD.

SMILES string = CS(C)(=N)=N
LUMO energy = 0.7298 eV

ORCA input file:
```
! RIJCOSX wB97M-V def2-TZVPD def2/J DEFGRID3
* xyz 0 1
C -0.965 -1.374 0.166
S 0.884 -0.239 0.013
C 0.100 1.399 -0.289
N 1.589 -0.488 -1.312
N 1.759 -0.361 1.258
H -1.390 -1.327 -0.821
H -0.665 -2.367 0.458
H -1.539 -0.868 0.924
H 0.126 1.993 0.617
H 0.666 1.867 -1.084
H -0.921 1.225 -0.606
H 2.269 -1.229 -1.308
H 1.295 -0.205 2.137
*
```



Let's list energy above the lowest of the compared OMol25 structures with the same formula, charge and spin in order: 141.8 307.4 kJ/mol.
Let's list HOMO energy in order: -9.080 -8.913 eV.
Let's list E in order: -709.411661 -588.562797 Ha.